1.
DFT (wB97M-V/def2-TZVPD) results for a molecular structure, C22H30As2ClKO4Se2.

Geometry as XYZ:
```
62
Properties=species:S:1:pos:R:3
Se 1.7108 -3.8054 0.0643
Se 0.2483 -0.2049 2.6724
As 2.2198 -0.3974 -1.2736
As 0.2993 2.4032 -0.9635
K -1.2901 -0.4462 -0.1025
Cl -9.0227 1.3791 -0.3605
O -3.1817 1.2314 -1.0016
O -1.0043 -4.5163 4.0246
O -3.5138 -1.6055 -1.1318
O 3.1075 -4.0761 2.9562
C 2.5100 3.7342 -2.3481
C 0.3274 -3.5634 1.4618
C 2.8339 1.3640 -1.9916
C 3.1965 -1.5431 -2.5405
C -5.2430 0.0338 -0.8440
C -6.6369 0.1060 -0.6866
C 0.7410 3.5003 0.5998
C -4.4279 1.2314 -0.8711
C 3.4967 -0.4400 0.2022
C -4.6824 -1.2952 -0.9817
C 1.7805 -4.2144 3.4289
C -6.5297 2.4984 -0.5748
C 4.5304 2.7010 -3.1110
C 0.7723 -3.1804 2.8793
C -0.6771 3.7811 -1.9743
C 2.0431 2.5127 -1.8563
C -7.2757 1.3054 -0.5555
C -0.4518 -3.2063 3.8075
C 3.7395 3.8358 -2.9764
C 1.4059 -1.7813 2.9530
C -5.1743 2.4642 -0.7268
C 4.0777 1.4890 -2.6179
H 1.3994 -5.2210 3.2127
H -0.1582 -2.8410 4.7944
H 1.3280 2.8956 1.2904
H -0.6699 3.5268 -3.0339
H 2.2141 -1.7530 2.2279
H 1.9015 4.6255 -2.2409
H 2.9475 -1.2478 -3.5604
H -7.0453 3.4454 -0.4639
H 1.8229 -4.1102 4.5186
H -0.2125 -4.5160 1.5031
H -5.4497 -2.1017 -0.9408
H 3.1018 0.1608 1.0223
H 2.8529 -2.5578 -2.3463
H 4.7086 0.6136 -2.7201
H 5.4982 2.7640 -3.5957
H 4.0804 4.7923 -3.3563
H -1.1749 -4.8894 3.1550
H -0.3765 -2.8238 1.0777
H -1.7067 3.7447 -1.6188
H 1.2880 4.3980 0.3070
H 1.8634 -1.6786 3.9407
H 4.4772 -0.0762 -0.1104
H 3.5486 -1.4825 0.5161
H 4.2764 -1.4951 -2.3939
H -1.2126 -2.5277 3.4178
H -4.6005 3.3836 -0.7364
H -7.2080 -0.8171 -0.6684
H -0.1898 3.7746 1.0969
H -0.2680 4.7825 -1.8320
H 3.0341 -4.0636 1.9776
```

energy above the lowest of the compared OMol25 structures with the same formula, charge and spin	0.386	eV
E_tot	-11491.8872	a.u.
molar mass	740.793	g/mol
net charge	-2
HOMO-LUMO gap	5.114	eV



2.
DFT (wB97M-V/def2-TZVPD) results for a molecular structure, C22H30AuO2S5.

Geometry as XYZ:
```
60
Properties=species:S:1:pos:R:3
Au 0.7196 -0.6353 -1.6270
S 1.8270 1.3911 0.9180
S 0.4646 -4.8643 -1.2782
S 0.7745 -1.9733 -3.7443
S -1.6007 1.7823 -2.1857
S 2.6651 -1.9126 -0.8947
O 0.7600 0.7591 -0.0224
O -0.8683 0.4356 -2.4317
C -3.3527 0.4763 1.2094
C 2.0281 -3.1514 0.2710
C -2.4909 0.5529 0.1263
C 0.5939 -3.6438 0.0206
C 0.0650 -3.6533 -3.7564
C 0.3704 -0.0165 2.7581
C -0.2855 2.9903 -1.8090
C -4.4121 2.5305 0.5315
C 0.0110 -0.3541 4.0574
C 1.8494 1.6960 3.6307
C -0.4785 3.9613 -0.6469
C -0.0766 3.4224 0.7296
C 1.4763 1.3491 4.9208
C 0.5638 0.3246 5.1339
C 3.0454 -2.9131 -2.3727
C 1.4318 3.1412 0.8225
C 2.5622 -2.2585 -3.6532
C -4.3047 1.4680 1.4163
C 1.2766 1.0161 2.5629
C -2.5926 1.6356 -0.7315
C -0.6555 -4.1640 -2.4910
C -3.5653 2.6104 -0.5652
H 2.9966 -1.2656 -3.7886
H 1.9060 1.8786 5.7612
H 4.1280 -3.0438 -2.4004
H 0.8487 -4.3323 -4.0961
H 2.0478 -2.6642 1.2476
H -3.2942 -0.3625 1.8916
H -5.1730 3.2855 0.6764
H 2.6101 -3.9073 -2.2337
H -0.0738 -0.5161 1.9081
H -0.6880 -3.6145 -4.5445
H 0.2442 -4.1754 0.9184
H 0.1350 4.8343 -0.8790
H -1.7547 -0.2191 -0.0564
H 1.9906 3.4888 -0.0498
H 0.2881 0.0519 6.1440
H -1.2714 -3.4052 -2.0099
H 2.8553 -2.8548 -4.5192
H -0.0985 -2.8347 -0.2015
H -0.3425 4.1622 1.4830
H 2.7599 -3.9608 0.3022
H -4.9850 1.3966 2.2544
H 2.5814 2.4817 3.4780
H -0.7076 -1.1447 4.2334
H -1.2895 -5.0107 -2.7757
H -0.6437 2.5226 0.9735
H -0.1841 3.5220 -2.7544
H 0.5900 2.3586 -1.6712
H 1.9071 3.5780 1.7020
H -1.5016 4.3340 -0.6081
H -3.6827 3.4144 -1.2847
```

E_tot	-3132.3128	a.u.
spin multiplicity	3
molar mass	683.782	g/mol
⟨S²⟩	2.008
net charge	+3
HOMO-LUMO gap (alpha / beta)	8.165 / 3.363	eV



3.
DFT (wB97M-V/def2-TZVPD) results for 3 unconnected molecules or ions with the total composition C22H30BN4O11.

Geometry as XYZ:
```
68
Properties=species:S:1:pos:R:3
O 7.9307 -5.6492 -2.8645
O -3.7985 0.4165 -2.1682
O -9.4554 4.4800 1.3209
O 2.9160 0.5391 -0.2328
O -4.5097 2.6395 -0.1891
O 1.6917 -0.2242 -2.1414
O -6.7292 1.4272 -0.9726
O 6.5735 -1.8283 -0.5112
O 8.3561 -2.2312 1.3905
O -7.2433 5.7262 2.0511
O 9.6512 -6.1027 -0.9264
N -0.4833 2.1039 3.0134
N -0.5444 2.9243 0.8015
N 0.7267 1.0742 1.3090
N -3.4111 -0.4131 -0.0927
C -5.7724 4.2358 0.9718
C 3.5027 -1.8192 0.2714
C 3.9544 -0.4671 -0.2646
C 0.3855 0.3641 0.0242
C -7.0822 4.7364 1.3677
C 7.2754 -2.8177 -0.6597
C 9.0994 -4.1850 0.3312
C -1.4725 2.1538 -0.1262
C -0.6353 1.1318 -0.8642
C 8.9816 -5.1003 -0.7932
C -5.6802 3.1444 0.2048
C -0.1026 2.0375 1.7385
C 7.1697 -3.7137 -1.7915
C 7.9690 -4.7890 -1.8641
C -2.9728 0.0395 -1.3397
C 8.3032 -3.1115 0.3970
C -1.4972 0.1461 -1.7018
C -8.2999 3.9841 0.9094
C -2.4734 -1.2314 0.6781
C -6.9008 2.4048 -0.2713
C -4.7447 -1.0460 -0.1731
C -8.2056 2.8905 0.1393
B 1.7437 0.1955 -0.8258
H -4.6778 -1.9804 -0.7252
H -0.7270 2.9964 3.4053
H -9.0739 2.3421 -0.1968
H 0.0732 -0.6486 0.2440
H -3.0319 -1.7951 1.4121
H -4.7131 1.8572 -0.7477
H 3.2352 -2.4945 -0.5368
H -0.0477 1.6786 -1.5929
H 7.6846 -1.5550 1.1914
H -4.9045 4.7796 1.3180
H -1.8124 -0.5772 1.2422
H 4.7594 -0.0907 0.3505
H -5.0498 -1.2778 0.8412
H 2.7097 -1.7370 1.0088
H -0.4975 1.3127 3.6300
H -1.4923 0.5077 -2.7199
H -9.2463 5.2687 1.8551
H -2.2649 1.7416 0.4909
H -1.0183 -0.8273 -1.7406
H 4.3459 -2.2781 0.7737
H 8.6056 -6.3283 -2.6702
H -5.4759 -0.3734 -0.5919
H -1.8912 2.8944 -0.7918
H -1.0888 3.6432 1.2649
H 9.8396 -4.4066 1.0866
H 4.3506 -0.5431 -1.2697
H 0.8137 0.3861 2.0486
H 1.8220 -1.1697 -2.2416
H -1.8816 -1.9087 0.0698
H 6.4395 -3.4825 -2.5539
```

E_tot	-1927.6837	a.u.
molar mass	537.311	g/mol
net charge	+1
HOMO-LUMO gap	8.180	eV



4.
DFT (wB97M-V/def2-TZVPD) results for a molecular structure, C22H30BrF4N6O2SeSr.

Geometry as XYZ:
```
67
Properties=species:S:1:pos:R:3
Sr 0.3261 0.2263 1.1979
Br 2.9180 1.8756 0.7359
Se -1.6283 -0.9570 3.1562
F 3.4807 -1.1978 -4.3452
F 2.3627 -1.4185 -1.9478
F -0.1751 1.3750 -5.8359
F -1.3080 1.2343 -3.4704
O 3.4623 -2.4746 3.1219
O 1.7951 -1.0036 2.8740
N 0.0144 -0.3008 -1.3070
N -1.5904 2.1045 0.8027
N 5.0119 -0.0987 2.2818
N 5.9680 0.0479 0.1752
N 0.8284 -2.3474 0.7438
N 5.1941 -1.9917 0.9873
C -1.2852 1.7427 -0.5810
C -3.6608 -1.1715 6.7940
C -0.6359 2.8664 1.5941
C 5.0064 -2.5485 -0.3489
C -1.5829 0.3225 5.7465
C 1.6852 0.0941 -5.1770
C 1.7107 -0.7037 -2.9002
C 4.0867 -3.7735 -0.3353
C 2.2633 -2.4132 1.0185
C 0.4574 -0.1248 -2.5507
C -2.9861 2.3334 1.0857
C -3.0505 -0.2067 7.5855
C 2.2864 -0.5972 -4.1363
C 5.3743 -0.6824 1.1423
C -2.1927 -0.6417 4.9371
C -0.1269 0.5785 -3.6380
C 0.4682 0.6727 -4.8779
C 2.9338 -3.7606 0.6920
C 2.5150 -1.9385 2.4790
C -2.0070 0.5370 7.0497
C -3.2398 -1.3860 5.4901
C -1.2913 0.1988 -0.9224
H 2.7004 -1.6075 0.4155
H -4.4754 -1.7641 7.1956
H 3.2949 -4.1814 1.6315
H 4.6107 -2.3876 1.7367
H -1.9878 2.2411 -1.2563
H 3.6838 -3.8513 -1.3461
H -3.3542 3.2707 0.6379
H -2.0802 -0.0041 -1.6488
H -3.7225 -2.1378 4.8787
H 2.1654 -4.4441 0.3268
H -1.5140 1.2901 7.6543
H 0.1467 3.3157 0.9782
H 4.9225 0.9050 2.2554
H -3.5848 1.5072 0.7003
H -0.1318 2.2596 2.3745
H -0.2857 2.1109 -0.8397
H -1.1399 3.6560 2.1526
H 5.9712 -2.8186 -0.7833
H 4.6892 -4.6674 -0.1590
H 4.2950 -0.5970 2.8188
H 0.3121 -3.0874 1.2037
H -0.7597 0.8978 5.3418
H 5.5722 0.9812 0.0747
H 4.5426 -1.7886 -0.9816
H -3.1509 2.3593 2.1622
H -1.6075 -0.3526 -0.0168
H 0.6462 -2.3528 -0.2553
H 6.0410 -0.4086 -0.7207
H -3.3802 -0.0394 8.6036
H 2.1359 0.1734 -6.1533
```

energy above the lowest of the compared OMol25 structures with the same formula, charge and spin	1.764	eV
E_tot	-6741.1841	a.u.
molar mass	732.998	g/mol
net charge	-1
HOMO-LUMO gap	6.324	eV



5.
DFT (wB97M-V/def2-TZVPD) results for a molecular structure, C22H30Cl5GeHgNO4Si3.

Geometry as XYZ:
```
67
Properties=species:S:1:pos:R:3
Hg -0.5965 -1.4794 1.0014
Ge 0.1136 0.8875 0.2733
Cl 0.7272 -3.3769 -1.2807
Cl 4.1115 -4.1111 3.9159
Cl 4.9147 -5.6174 1.2934
Cl 1.5809 -2.2573 3.9376
Cl 3.1793 -5.2800 -1.2861
Si -0.0524 2.6809 1.8280
Si 2.4869 0.7413 -0.1528
Si -0.8037 1.5719 -1.8087
O -2.5769 -5.3082 -0.2632
O -5.1856 0.9832 0.4605
O -2.9826 0.8497 0.9475
O -1.4588 -3.7763 0.9593
N -3.1337 -1.8446 0.0810
C -4.8842 -1.1037 -1.3543
C -2.3282 -4.1529 0.1254
C 0.4728 2.5967 -2.7711
C -1.1553 0.0506 -2.8527
C 3.1583 -3.9146 2.4779
C -4.0572 0.4410 0.4503
C -2.3119 2.6925 -1.7718
C 1.2658 -2.8791 1.3378
C 2.0362 -3.0892 2.4573
C -1.7622 3.2473 2.3435
C 1.6486 -3.5701 0.1950
C 0.9159 2.2333 3.3837
C -4.8937 -2.3335 -1.9922
C -3.9926 -0.8916 -0.3074
C -3.2131 -3.0549 -0.4679
C 2.7498 -4.4238 0.1605
C -4.0724 -3.3416 -1.5163
C 0.7878 4.2182 1.1101
C 2.8640 -0.3600 -1.6405
C 3.4299 0.0272 1.3231
C 3.5204 -4.5875 1.3127
C 3.4458 2.3311 -0.5531
H 3.7934 0.8312 1.9757
H 2.9950 2.8879 -1.3839
H 1.9839 2.1149 3.1571
H -2.8444 2.6458 -2.7285
H -0.2305 -0.5160 -3.0160
H -1.7502 3.6717 3.3541
H 2.6994 0.1856 -2.5788
H -1.8604 -0.6126 -2.3345
H 2.7969 -0.6307 1.9263
H 0.0182 3.0140 -3.6807
H -2.4615 2.4035 2.3060
H -1.9978 3.7290 -1.5974
H 0.2626 4.5471 0.2028
H 4.2951 -0.5575 0.9849
H 1.8299 4.0209 0.8362
H 3.9095 -0.6929 -1.6155
H 4.4732 2.0655 -0.8352
H 0.5616 1.2785 3.7923
H -5.5503 -0.2981 -1.6292
H -2.1408 4.0041 1.6474
H 0.8318 3.4329 -2.1566
H -1.5842 0.3119 -3.8276
H 0.8094 3.0005 4.1609
H 2.2264 -1.2504 -1.6599
H 0.7714 5.0462 1.8315
H -5.5512 -2.5092 -2.8365
H 1.3456 1.9965 -3.0640
H -3.0130 2.4206 -0.9734
H -4.0663 -4.3419 -1.9249
H 3.4986 3.0025 0.3111
```

E_tot	-6612.0376	a.u.
molar mass	907.208	g/mol
net charge	-2
HOMO-LUMO gap	6.309	eV



6.
DFT (wB97M-V/def2-TZVPD) results for C22H30F3N3O in the gas phase.

Geometry as XYZ:
```
59
Properties=species:S:1:pos:R:3
F -1.7335 -2.7503 0.4855
F -1.1521 -1.6114 -1.2468
F -0.8242 -3.7333 -1.1920
O 4.7184 -0.7799 -0.8563
N -1.2967 1.4854 1.3652
N 1.1376 2.6284 -0.0483
N -2.2802 0.5912 1.2880
C 2.2975 -0.8645 0.9009
C 3.0923 -1.9561 1.2290
C -4.0278 -0.0275 -0.3213
C 2.2710 3.4495 0.3288
C -0.1458 3.2941 0.1216
C 2.4716 1.0772 -1.4090
C 2.7754 0.5437 1.0922
C -1.2159 2.2654 0.2607
C 2.6438 -3.2490 1.0229
C -0.7676 -2.6166 -0.4410
C 1.3126 2.0881 -1.3809
C 1.0280 -1.0960 0.3827
C 3.3794 1.2017 -0.1749
C -5.6591 1.8954 -0.2084
C -2.8583 0.7821 0.1151
C 1.3945 -3.4787 0.4748
C 3.5935 2.7006 0.0863
C 0.5914 -2.3923 0.1545
C -2.2189 1.8317 -0.5769
C -6.4831 -0.4663 -0.0479
C -5.3412 0.4881 0.2891
C 4.7549 0.5744 -0.4886
H -6.6178 -0.5308 -1.1259
H 1.5001 2.9014 -2.1053
H 2.0753 0.0641 -1.4759
H -3.8729 -1.0571 0.0035
H 0.3827 1.5957 -1.6719
H 4.1605 -0.8773 -1.6350
H -0.3819 3.9703 -0.7163
H -5.7826 1.8961 -1.2900
H -6.2742 -1.4632 0.3324
H 0.3774 -0.2664 0.1536
H -4.8563 2.5832 0.0472
H -4.0960 -0.0067 -1.4105
H 3.5385 0.5660 1.8725
H -0.0978 3.8922 1.0376
H 4.0770 -1.7925 1.6381
H -5.2135 0.5187 1.3762
H 5.3917 0.6151 0.3990
H -6.5801 2.2602 0.2416
H -2.4651 2.2093 -1.5482
H 2.1642 3.6934 1.3901
H 5.2434 1.1662 -1.2792
H 3.0722 1.2602 -2.3038
H 4.0956 3.1251 -0.7852
H 3.2741 -4.0853 1.2829
H 2.2823 4.4022 -0.2309
H -7.4146 -0.1183 0.3934
H 1.0440 -4.4830 0.2940
H -0.7033 1.5145 2.1784
H 1.9304 1.1541 1.4038
H 4.2561 2.8368 0.9418
```

energy above the lowest of the compared OMol25 structures with the same formula, charge and spin	0.000	eV
E_tot	-1395.4419	a.u.
molar mass	409.496	g/mol
SMILES	CC(C)Cc1cc(CN2CCC(CO)(Cc3cccc(C(F)(F)F)c3)CC2)[nH]n1
HOMO-LUMO gap	9.394	eV



7.
DFT (wB97M-V/def2-TZVPD) results for a gas-phase ion, C22H30F4NO2Si2 (charge +1).

Geometry as XYZ:
```
61
Properties=species:S:1:pos:R:3
Si -0.2457 -1.9980 1.8792
Si 3.0277 0.1617 2.7334
F 0.0974 -3.1388 -3.6609
F -5.1077 3.1163 0.5495
F -1.8879 0.1729 -6.3510
F -3.4374 4.8429 -3.5214
O 1.4789 0.1053 1.8958
O 0.9562 -1.7824 0.6772
N 1.6879 -0.5563 0.6367
C -1.2180 0.1614 -2.7586
C 4.1533 1.3202 1.8475
C 0.1652 1.0965 -0.6418
C -0.5943 -3.8218 1.4057
C -0.9240 -1.5384 -5.0644
C -3.3478 3.9541 -2.4905
C -1.6652 -0.8470 1.7295
C -1.7756 0.5430 -4.0126
C 3.7490 -1.5961 2.7724
C -0.7442 -1.1491 -2.6680
C 2.5639 0.7606 4.4304
C -4.3360 4.0100 -1.5110
C 0.3653 -2.1289 3.6354
C 2.2333 -0.2995 -1.5780
C 1.3056 0.1322 -0.4986
C -2.2831 3.0622 -2.4409
C -0.5622 -1.9457 -3.7909
C -3.2359 2.0757 -0.4597
C -1.5362 -0.2901 -5.1141
C -2.2381 2.0755 -1.4502
C -1.1756 0.9075 -1.3900
C -4.2080 3.0834 -0.4845
H -1.6384 0.2010 -0.6761
H -1.2970 0.1761 1.8510
H -2.2841 -1.1169 2.5940
H 0.2471 -4.5040 1.6611
H 0.5042 1.8801 -1.2781
H 4.0808 1.0825 0.7722
H -2.2311 -1.0013 0.8054
H -5.1335 4.7559 -1.5168
H -1.5622 3.0668 -3.2416
H 1.3106 -2.6578 3.7855
H -1.4748 -4.2300 1.9430
H 3.4360 0.7463 5.0901
H 1.8162 0.1785 4.9881
H -0.3596 -2.6891 4.2369
H -0.4515 -1.5506 -1.6976
H 2.3432 1.8375 4.4094
H 4.8536 -1.5335 2.7857
H 3.8060 2.3475 2.0463
H 3.1880 -0.5637 -1.0869
H 3.4149 -2.2061 3.6271
H 0.3907 -1.1473 4.1140
H -0.7765 -3.9331 0.3169
H 1.8444 -1.1681 -2.0999
H -2.3178 1.4716 -4.1953
H 5.1885 1.1596 2.1816
H 2.3762 0.4326 -2.3534
H -3.2398 1.3155 0.3412
H 3.4483 -2.1321 1.8557
H 0.0715 1.4823 0.3780
H -0.8145 -2.1897 -5.9429
```

energy above the lowest of the compared OMol25 structures with the same formula, charge and spin	0.696	eV
E_tot	-2039.6707	a.u.
molar mass	472.651	g/mol
SMILES	CC(CC(c1cc(F)cc(F)c1)c1cc(F)cc(F)c1)=[N+](O[Si](C)(C)C)O[Si](C)(C)C
net charge	+1
HOMO-LUMO gap	5.947	eV



Look up the molar mass of the fourth one.
732.998 g/mol